(1)
21
Properties=species:S:1:pos:R:3:forces:R:3:nbo_charge:R:1 method="wB97M-V/def2-TZVPD" smiles="C=C/C=C/CCCN" homo_lumo_gap_ha=0.3706 homo_energy_ev=-8.946 spin_multiplicity=1 relative_energy_kj_mol=181.3 e_tot_ha=-329.20240 mol_weight_g_mol=111.2
C -0.812 2.914 -2.545 -0.259 -0.069 0.721 -0.39
C -1.183 2.484 -1.342 1.235 -0.015 1.054 -0.21
C -0.163 1.680 -0.563 -0.747 0.059 -0.976 -0.23
C -0.087 0.365 -0.678 0.538 -0.431 1.000 -0.17
C 1.007 -0.480 -0.085 0.343 -0.787 -0.678 -0.45
C 0.558 -1.905 0.207 -0.954 -0.604 1.569 -0.41
C -0.348 -1.903 1.457 0.070 -1.159 0.518 -0.22
N 0.423 -1.738 2.702 -0.435 0.312 -0.010 -0.85
H 0.161 2.550 -2.871 -0.301 0.311 -0.434 0.20
H -1.383 3.645 -3.099 0.016 -0.176 -0.276 0.20
H -2.035 2.791 -0.738 -0.233 0.186 -0.635 0.21
H 0.601 2.249 -0.036 -0.092 -0.128 0.082 0.20
H -0.856 -0.242 -1.134 -0.251 0.334 -0.513 0.20
H 1.422 -0.067 0.837 -0.046 0.190 -0.099 0.21
H 1.833 -0.585 -0.792 0.109 0.407 -0.127 0.21
H -0.005 -2.472 -0.542 0.175 0.693 -0.554 0.21
H 1.399 -2.568 0.445 0.104 0.250 -0.042 0.20
H -1.191 -1.213 1.369 0.363 0.504 0.013 0.18
H -0.863 -2.864 1.593 0.154 -0.121 -0.542 0.18
H 1.417 -1.678 2.553 0.036 0.154 -0.070 0.35
H 0.105 -0.962 3.262 0.174 0.091 0.000 0.36

---

(2)
125
Properties=species:S:1:pos:R:3:forces:R:3:lowdin_charge:R:1 method="wB97M-V/def2-TZVPD" homo_lumo_gap_ha=0.2000 charge=-1 homo_energy_ev=-5.232 spin_multiplicity=1 e_tot_ha=-3898.92485 mol_weight_g_mol=1088.9
C 0.446 -1.633 2.971 -0.155 -0.256 0.525 -0.28
P 0.906 -1.917 1.238 0.042 0.047 -0.134 0.79
O -0.359 -1.150 0.519 -0.344 -0.229 0.066 -0.31
N 2.125 -0.719 1.218 0.296 -0.278 -0.235 -0.13
C 3.070 -0.621 0.063 0.180 0.056 -0.152 -0.28
B 4.029 -1.931 -0.094 0.230 0.066 -0.452 -0.57
N 3.562 -3.237 -0.456 -0.500 0.367 0.518 0.17
O 5.402 -1.791 0.203 -0.391 0.022 0.554 0.11
C 2.313 -0.443 -1.299 -0.511 0.383 -0.058 -0.68
O 2.821 -1.131 -2.222 -0.039 0.048 0.167 -0.02
O 1.360 0.367 -1.366 0.588 -0.523 -0.058 -0.04
C 3.932 0.608 0.302 -0.190 -0.024 -0.044 -0.14
C 4.527 0.862 1.533 -0.120 -0.099 0.089 -0.03
C 5.303 1.991 1.710 0.029 -0.067 0.211 -0.17
N 5.540 2.889 0.760 0.023 0.130 -0.061 0.04
C 4.976 2.643 -0.421 0.083 0.098 -0.071 -0.15
C 4.186 1.541 -0.693 -0.007 -0.075 -0.195 0.01
H -0.502 -2.140 3.169 0.072 0.001 -0.057 0.03
H 0.323 -0.574 3.211 0.090 0.010 -0.147 0.04
H 1.198 -2.077 3.633 -0.050 0.112 -0.002 0.01
H -0.634 -1.727 -0.203 -0.018 0.302 -0.126 0.03
H 2.634 -0.771 2.094 -0.084 0.224 0.043 0.06
H 2.608 -3.244 -0.791 0.020 -0.112 0.050 0.04
H 3.696 -3.968 0.232 0.264 -0.156 -0.288 0.07
H 5.634 -2.176 1.052 0.244 -0.103 -0.157 0.09
H 4.391 0.189 2.374 0.049 0.040 -0.032 0.11
H 5.757 2.179 2.680 0.023 0.032 -0.041 0.09
H 5.159 3.378 -1.201 0.018 -0.031 0.042 0.10
H 3.766 1.408 -1.682 -0.015 0.032 0.046 0.10
C -3.588 3.145 2.277 -0.012 -0.018 -0.004 -0.05
C -3.048 2.325 1.292 0.003 0.024 0.007 -0.03
C -3.596 1.076 1.055 0.099 0.134 0.044 0.00
C -4.679 0.639 1.804 -0.037 -0.035 -0.001 -0.07
C -5.211 1.455 2.807 -0.024 -0.040 -0.007 -0.09
C -4.664 2.712 3.034 0.058 0.057 -0.014 -0.01
C -6.349 0.996 3.650 -0.009 0.028 0.015 -0.28
O -6.820 1.702 4.518 0.002 -0.003 0.007 0.10
C -6.892 -0.371 3.396 0.037 0.008 -0.033 -0.08
C -7.923 -0.845 4.197 -0.069 -0.062 0.020 -0.01
C -8.451 -2.105 3.971 0.011 0.006 -0.013 -0.06
C -7.957 -2.894 2.938 0.007 0.016 0.005 -0.06
C -6.928 -2.428 2.138 -0.057 -0.073 0.025 0.00
C -6.387 -1.169 2.369 0.026 0.036 0.028 -0.08
C -5.262 -0.698 1.509 0.007 -0.007 -0.054 -0.27
O -4.844 -1.383 0.599 -0.015 0.004 -0.006 0.10
H -3.161 4.123 2.458 0.004 0.004 0.000 0.11
H -2.198 2.656 0.710 0.016 -0.019 0.005 0.12
H -3.175 0.436 0.298 -0.001 -0.101 0.067 0.09
H -5.089 3.338 3.807 -0.031 -0.038 0.022 0.12
H -8.301 -0.218 4.993 0.028 0.047 -0.016 0.12
H -9.252 -2.474 4.598 -0.006 -0.003 -0.002 0.10
H -8.376 -3.876 2.758 -0.002 -0.004 0.003 0.10
H -6.531 -3.030 1.332 0.041 0.036 -0.014 0.12
C 5.601 -3.961 7.513 -0.002 0.010 0.010 -0.06
C 6.192 -3.535 8.697 -0.015 0.008 -0.007 -0.06
C 5.798 -2.343 9.282 0.048 -0.077 0.006 -0.01
C 4.817 -1.566 8.679 -0.035 0.024 -0.026 -0.08
C 4.235 -1.987 7.482 -0.006 0.041 0.022 -0.08
C 4.625 -3.190 6.906 0.052 -0.073 -0.004 0.00
C 3.204 -1.157 6.794 -0.034 0.044 -0.024 -0.27
O 2.689 -1.523 5.761 0.037 -0.074 -0.043 0.10
C 2.831 0.144 7.417 0.039 -0.017 0.029 -0.08
C 1.912 0.958 6.767 -0.057 0.064 -0.015 0.01
C 1.544 2.167 7.332 0.008 0.000 0.021 -0.05
C 2.086 2.564 8.549 0.001 -0.019 -0.011 -0.06
C 3.005 1.758 9.199 -0.044 0.080 -0.001 -0.01
C 3.387 0.548 8.633 0.021 -0.047 -0.024 -0.08
C 4.398 -0.293 9.334 0.005 0.022 0.027 -0.28
O 4.869 0.047 10.399 0.005 -0.003 -0.001 0.10
H 5.906 -4.896 7.061 0.006 -0.002 -0.002 0.11
H 6.961 -4.136 9.165 -0.001 -0.007 0.002 0.11
H 6.246 -2.002 10.205 -0.035 0.042 0.008 0.12
H 4.159 -3.506 5.982 -0.026 0.048 -0.010 0.12
H 1.498 0.635 5.822 0.022 -0.045 -0.001 0.12
H 0.832 2.803 6.822 -0.002 0.002 -0.002 0.11
H 1.792 3.508 8.989 -0.001 0.006 -0.003 0.11
H 3.438 2.057 10.144 0.036 -0.038 0.002 0.12
C -3.494 0.639 -2.395 0.021 -0.041 -0.028 -0.05
C -2.897 1.397 -3.395 0.006 0.033 -0.022 -0.03
C -3.678 2.186 -4.225 0.057 -0.022 0.039 0.00
C -5.058 2.211 -4.062 -0.054 -0.009 0.003 -0.09
C -5.656 1.432 -3.065 -0.069 0.029 -0.017 -0.08
C -4.870 0.653 -2.227 0.138 -0.026 -0.004 0.01
C -7.133 1.409 -2.888 0.007 -0.003 0.044 -0.28
O -7.661 0.747 -2.019 -0.005 -0.002 0.004 0.10
C -7.958 2.233 -3.823 0.039 0.002 -0.018 -0.08
C -9.342 2.195 -3.712 -0.087 0.030 -0.023 -0.01
C -10.125 2.959 -4.560 0.016 0.004 -0.003 -0.07
C -9.528 3.770 -5.520 0.009 -0.009 0.014 -0.07
C -8.149 3.808 -5.637 -0.087 0.029 -0.034 -0.01
C -7.360 3.036 -4.794 0.024 -0.034 0.029 -0.08
C -5.875 3.077 -4.955 0.031 0.013 -0.011 -0.28
O -5.363 3.793 -5.790 -0.004 -0.002 -0.010 0.10
H -2.877 0.028 -1.750 0.023 -0.031 -0.035 0.10
H -1.822 1.373 -3.519 0.011 -0.008 0.028 0.12
H -3.228 2.787 -5.003 -0.043 0.027 -0.012 0.12
H -5.335 0.058 -1.453 -0.038 -0.010 -0.026 0.11
H -9.791 1.563 -2.958 0.050 -0.013 0.028 0.12
H -11.203 2.926 -4.474 -0.004 0.006 0.001 0.10
H -10.142 4.370 -6.179 -0.005 0.000 -0.002 0.10
H -7.670 4.431 -6.379 0.052 -0.020 0.009 0.12
C 2.651 0.281 -4.702 -0.067 0.081 -0.026 -0.04
C 3.657 1.237 -4.761 -0.012 0.001 -0.044 -0.04
C 4.676 1.130 -5.692 -0.034 0.043 0.066 0.00
C 4.702 0.057 -6.574 0.014 -0.047 -0.037 -0.09
C 3.695 -0.916 -6.508 0.035 -0.010 -0.022 -0.08
C 2.673 -0.794 -5.577 -0.024 0.054 0.008 0.01
C 3.709 -2.094 -7.413 -0.040 -0.012 0.013 -0.28
O 2.840 -2.941 -7.387 -0.006 0.007 -0.013 0.10
C 4.846 -2.214 -8.381 0.013 0.034 0.031 -0.08
C 4.913 -3.330 -9.206 0.039 -0.052 -0.076 -0.01
C 5.947 -3.457 -10.117 -0.002 0.017 0.007 -0.07
C 6.918 -2.465 -10.211 -0.014 0.004 0.011 -0.07
C 6.857 -1.353 -9.389 0.050 -0.052 -0.070 -0.01
C 5.825 -1.227 -8.467 -0.031 -0.008 0.031 -0.08
C 5.794 -0.028 -7.572 0.019 0.037 0.007 -0.28
O 6.644 0.834 -7.677 0.001 0.000 -0.001 0.09
H 1.867 0.363 -3.962 0.042 -0.039 0.081 0.09
H 3.645 2.068 -4.068 -0.008 0.005 0.003 0.10
H 5.463 1.870 -5.743 0.025 -0.020 -0.041 0.12
H 1.905 -1.553 -5.532 0.037 -0.047 0.004 0.12
H 4.148 -4.090 -9.121 -0.035 0.031 0.038 0.12
H 6.000 -4.329 -10.755 0.001 0.000 -0.006 0.10
H 7.725 -2.563 -10.927 0.003 -0.005 -0.001 0.10
H 7.605 -0.575 -9.447 -0.018 0.030 0.047 0.12

---

(3)
11
Properties=species:S:1:pos:R:3:forces:R:3:nbo_charge:R:1 method="wB97M-V/def2-TZVPD" smiles="N=c1c2c1CC2" homo_lumo_gap_ha=0.3345 homo_energy_ev=-9.002 spin_multiplicity=1 relative_energy_kj_mol=586.8 e_tot_ha=-248.05154 mol_weight_g_mol=79.1
N 3.193 -0.031 -0.195 0.582 -0.238 0.063 -0.67
C 1.988 0.045 0.099 -0.653 -0.455 0.282 0.28
C 0.868 -0.845 0.352 0.646 2.854 1.121 0.02
C 0.794 0.641 0.644 1.000 -2.849 -0.237 -0.06
C -0.625 0.609 0.134 -1.741 0.526 -0.454 -0.42
C -0.596 -0.940 0.195 -2.291 0.064 -3.198 -0.44
H 3.813 0.755 -0.040 -0.498 0.314 -0.175 0.37
H -1.494 1.198 0.565 1.359 -0.623 0.136 0.22
H -0.573 0.957 -0.897 -0.074 -0.131 -0.174 0.23
H -1.117 -1.523 -0.691 1.534 1.019 1.344 0.22
H -1.177 -1.274 1.015 0.137 -0.482 1.291 0.25

---

(4)
19
Properties=species:S:1:pos:R:3:forces:R:3:nbo_charge:R:1 method="wB97M-V/def2-TZVPD" homo_lumo_gap_ha=0.3155 homo_energy_ev=-7.687 spin_multiplicity=1 relative_energy_kj_mol=547.8 e_tot_ha=-361.18073 mol_weight_g_mol=113.2
C 3.002 -0.744 0.679 3.882 1.808 2.995 -0.04
C -0.932 -0.810 0.833 0.123 -0.585 0.539 -0.45
C -2.149 -0.682 -0.005 -1.775 1.965 -0.588 -0.43
C -0.779 -0.801 -0.646 0.403 3.510 0.468 -0.12
C -0.848 2.240 -0.234 0.423 -3.368 0.288 -0.35
N 2.552 -1.410 -0.236 -3.428 -2.222 -1.672 -0.60
N -0.026 1.506 -0.961 0.214 0.983 -1.692 -0.18
N 0.050 0.262 -1.288 -0.227 -1.680 0.159 -0.35
H 4.046 -0.966 1.142 -1.262 -0.052 -1.173 0.13
H 2.704 0.194 1.152 -1.297 -0.039 -0.029 0.13
H -0.664 0.080 1.328 0.465 0.867 0.530 0.21
H -0.652 -1.681 1.405 -0.334 -0.286 -0.077 0.22
H -2.796 -1.545 -0.146 0.062 0.238 0.046 0.23
H -2.723 0.360 -0.018 1.289 -2.704 0.019 0.22
H -0.585 -1.728 -1.072 0.409 -1.284 -0.970 0.22
H 1.504 -1.239 -0.429 2.327 0.483 -0.104 0.36
H -1.502 1.678 0.385 -0.496 0.262 0.309 0.18
H -0.865 3.247 -0.320 0.325 2.816 -0.174 0.20
H 0.665 2.038 -1.568 -1.103 -0.714 1.126 0.40